(1)
22
Properties=species:S:1:pos:R:3 method="wB97M-V/def2-TZVPD" relative_energy_ev=2.760 lumo_energy_ev=0.91 total_energy_ha=-601.69973 smiles="C=CC(C)(C)[SiH2]OC" spin_multiplicity=1 homo_ev=-8.90
Si 0.86058 0.90501 0.44972
O 1.73055 -0.36013 -0.27354
C -0.97077 -0.83033 0.93394
C -2.05716 1.33809 0.26210
C 3.07745 -0.84158 -0.05677
C -0.84086 -2.10202 0.59100
C -0.78660 0.00560 -1.48025
C -0.91037 0.32924 0.04850
H -0.88696 -2.89600 1.30912
H 1.17307 2.24681 -0.21123
H 3.29654 -1.06077 1.07208
H -1.88962 -0.16218 -1.79961
H -1.06894 -0.65744 2.00516
H -3.09151 0.91160 0.24688
H -0.34764 0.83582 -1.95320
H -0.17288 -0.87125 -1.81443
H 3.83451 -0.08759 -0.39555
H 3.13650 -1.70881 -0.57029
H -2.02138 1.80554 1.30978
H -0.61925 -2.53023 -0.38696
H 1.10324 0.82144 1.97989
H -1.99902 2.09246 -0.42685

***

(2)
102
Properties=species:S:1:pos:R:3 method="wB97M-V/def2-TZVPD" lumo_energy_ev=-2.80 charge=+1 total_energy_ha=-3732.51418 spin_multiplicity=1 homo_ev=-9.71
I 3.08748 1.89983 -2.73768
Y 1.28473 0.18988 -1.27157
P -0.35360 2.31165 -0.33948
P -2.11215 -0.88754 -1.28001
P 3.15040 -0.43985 0.71205
Si -0.05246 -0.51303 1.16061
C 6.97200 0.87948 0.48278
C 0.95035 -0.60243 -4.74202
C 1.70358 3.22326 1.19933
C 4.95008 -0.38787 0.75895
C -4.81592 -1.20955 -1.59252
C -2.32766 -3.59686 -0.50154
C 0.82689 4.92058 -0.26927
C 2.65061 4.11620 1.66955
C 7.08302 -1.44538 1.10527
C 5.70101 -1.51999 1.07888
C 1.94136 -4.25780 -0.31046
C -3.09643 2.76226 2.63291
C 1.15083 -0.71184 2.62552
C -3.58700 3.17050 -2.69858
C -3.55207 -2.01324 -3.47686
C 5.58705 0.81305 0.45411
C 7.71595 -0.24453 0.80868
C -0.91739 0.22334 -3.47492
C 1.59831 -0.89351 5.00749
C -1.36950 0.74839 1.70910
C -0.02265 0.36518 -4.52583
C -1.40071 2.01050 1.10680
C 0.71030 -0.83020 3.94332
C 3.27286 -3.38088 -2.11019
C -0.98940 -2.16139 0.92951
C 2.53935 -0.67274 2.40714
C -1.62385 3.92670 -3.85979
C -1.75052 -2.35532 -0.23827
C 0.11945 -1.86541 -2.85456
C -0.86053 -3.22873 1.81573
C 2.83903 -2.02304 -0.15670
C -2.16513 -4.65084 0.38689
C 0.78792 3.62033 0.21977
C -5.95090 -2.19552 -3.46503
C 1.02157 -1.71033 -3.90740
C 2.69404 5.41010 1.16767
C 2.96257 -0.83602 4.77351
C 2.53074 -4.41615 -1.55564
C 3.40921 -2.18032 -1.43124
C -2.99845 3.73362 -3.82227
C -2.23571 3.02119 1.57906
C 1.78029 5.81000 0.20607
C -0.86897 -0.89798 -2.63244
C -2.27181 0.50354 2.74394
C -4.73286 -2.39537 -4.09746
C -5.99089 -1.60475 -2.21048
C -0.83531 3.55270 -2.78308
C 3.43511 -0.72648 3.47466
C 2.11168 -3.07481 0.39498
C -2.80601 2.80828 -1.61098
C -1.44518 -4.46130 1.55642
C -3.58607 -1.42188 -2.21565
C -1.42566 3.00066 -1.64367
C -3.12966 1.49453 3.19815
H -6.94002 -1.44272 -1.71635
H -2.60757 -2.18173 -3.97922
H 4.00936 -1.38157 -1.86131
H -4.84808 -0.73597 -0.61721
H -3.82227 1.28183 4.00277
H 1.69610 -2.97579 1.38669
H 1.36065 -5.06039 0.12589
H -2.21968 4.00155 1.11635
H 3.43568 6.10819 1.53270
H 4.99837 1.68121 0.18069
H 4.50051 -0.67518 3.29396
H 1.66051 2.21642 1.60673
H 3.35190 3.80215 2.43236
H 7.47101 1.80888 0.24199
H 1.22204 -0.97467 6.01920
H 0.24199 3.66493 -2.83855
H -1.33938 -5.26753 2.27177
H -0.06796 1.24400 -5.15515
H -6.87012 -2.49512 -3.95059
H -4.65691 3.01113 -2.66690
H 1.66628 -0.48196 -5.54335
H 1.78067 -2.46131 -4.07213
H -1.16201 4.36537 -4.73535
H -4.70108 -2.85355 -5.07755
H 8.79646 -0.18953 0.82607
H 0.11393 5.25076 -1.01317
H -0.28980 -3.09989 2.72942
H -0.35190 -0.85540 4.15184
H 3.66217 -0.87102 5.59821
H -1.66716 0.98479 -3.29646
H 1.80372 6.82146 -0.17774
H 3.75670 -3.51100 -3.07016
H -3.60991 4.02098 -4.66742
H 7.66784 -2.32122 1.35321
H -3.26740 2.35328 -0.74443
H 5.19782 -2.45353 1.30316
H -3.74890 3.54216 3.00304
H -2.61699 -5.61126 0.17487
H -2.92394 -3.74198 -1.39360
H -2.31999 -0.48054 3.19673
H 2.42496 -5.35188 -2.08918
H 0.18351 -2.73565 -2.20604

***

(3)
84
Properties=species:S:1:pos:R:3 method="wB97M-V/def2-TZVPD" lumo_energy_ev=-3.53 charge=+1 total_energy_ha=-1956.94444 spin_multiplicity=1 homo_ev=-11.40
O -6.83306 -5.44777 1.10035
O -3.38347 -1.48543 0.03297
O 2.33460 2.57558 1.35166
O 2.75719 2.22478 -1.54190
O 2.34541 -1.93129 4.26354
N 2.19447 5.25507 -2.72248
N 3.92078 4.10168 -1.11107
C -4.19681 -5.91887 -2.10806
C 0.51477 -1.37625 -2.12238
C -4.19127 -3.62253 -0.54919
C 2.32087 1.57970 2.05711
C -1.16181 0.48044 -2.37417
C -6.03833 -4.56351 0.87467
C 4.39371 4.12540 -2.53302
C 3.51389 0.01215 3.61720
C 4.64551 1.98978 2.82746
C -5.07311 -5.81105 -1.04278
C -4.15228 -2.39274 0.29022
C -3.32076 -3.73358 -1.62564
C 1.58710 1.37619 -1.57593
C 3.24360 4.56419 -3.44975
C -5.88561 -1.10141 3.36609
C 1.11936 -0.47848 2.87037
C -5.07664 -4.66340 -0.26210
C -5.02891 -1.19669 2.28391
C 4.63172 -0.32571 4.36697
C 1.11051 0.71488 2.13978
C -6.79966 -2.11660 3.62303
C 5.74834 0.49149 4.34941
C 3.51697 1.17988 2.84923
C 5.75722 1.64673 3.57597
C 1.23766 0.91852 -2.97862
C -0.00685 -1.29647 2.88141
C -1.16106 0.29759 1.49276
C 2.55235 3.46895 -0.99540
C 2.32764 -0.89447 3.64025
C -1.13832 -0.90570 2.18760
C -6.84962 -3.23187 2.80491
C -5.98443 -3.33843 1.72536
C 1.57379 4.41353 -1.70905
C 0.12972 -0.12810 -2.90921
C -5.07359 -2.31308 1.45752
C -0.03844 1.10209 1.46192
C 2.48978 0.40427 -3.69743
C -3.32351 -4.87764 -2.40289
H 2.95516 1.17669 -4.29894
H -0.04101 2.03403 0.91314
H 0.75348 1.88577 -1.09893
H 2.81057 3.69889 -3.93667
H -2.01132 -0.10149 -2.70895
H -0.05106 -0.46166 -3.92953
H 1.31327 -1.91685 -2.61654
H 3.22254 -0.00191 -3.00718
H -0.35608 -2.01747 -2.04452
H -2.05600 0.58971 0.95919
H 3.63310 5.22966 -4.20917
H -2.64533 -2.91830 -1.84328
H 4.61608 -1.22800 4.96179
H 2.53059 6.12552 -2.33241
H 6.63295 2.28154 3.56247
H -4.32266 -0.40597 2.07211
H 5.23465 4.80222 -2.61283
H -5.84471 -0.23375 4.01065
H -1.28181 1.50932 -2.69853
H -7.55517 -4.02787 2.99669
H 4.57871 3.54495 -0.56496
H -4.19333 -6.81560 -2.71268
H 3.88513 5.04413 -0.72915
H 1.82007 0.51641 -0.96139
H 4.63987 2.88948 2.22866
H -5.75864 -6.61270 -0.80704
H -2.64345 -4.96295 -3.23995
H 0.88694 1.79566 -3.52364
H -2.01012 -1.54355 2.17454
H 6.61581 0.22915 4.93953
H 0.75194 3.85312 -2.14405
H -7.47367 -2.03689 4.46508
H 1.14070 5.07441 -0.96621
H -1.14285 0.43449 -1.28771
H 4.74916 3.14187 -2.80238
H 0.81137 -1.14161 -1.10516
H 2.32442 3.42666 0.07223
H 2.20995 -0.39571 -4.37476
H 0.02132 -2.23325 3.41988